Computed, not measured: 9 unconnected molecules or ions with the total composition C27H78N12O9 at a distorted geometry, with the ωB97M-V functional and the def2-TZVPD basis.

Last column: Mulliken charge in e.
Cartesian coordinates (Å):
C  -3.92653  3.98096  -0.42162  -1.364
C  -2.47592  4.48897  -0.28965  0.707
C  -2.47120  5.75090  0.60718  -0.821
O  -3.10128  6.82125  -0.06990  -0.311
C  -3.17577  7.94351  0.78684  -0.755
N  -1.56097  3.53454  0.30427  -0.604
H  -4.03833  3.15970  -1.13159  0.220
H  -4.57453  4.76643  -0.81963  0.496
H  -4.33908  3.63822  0.53184  0.228
H  -2.24431  4.85378  -1.29184  0.346
H  -1.41019  6.01178  0.70375  0.388
H  -2.85970  5.44849  1.58570  0.329
H  -3.39714  7.78791  1.84213  0.310
H  -3.91337  8.65879  0.41071  0.277
H  -2.26383  8.54422  0.67670  0.282
H  -1.57432  2.75444  -0.36714  0.016
H  -1.95800  3.02142  1.09049  0.300
C  2.33305  -4.17668  3.06528  -0.403
C  1.08975  -4.98794  2.85815  0.899
C  0.37338  -4.77409  1.49302  -1.414
O  -0.09412  -3.44952  1.29512  0.093
C  -1.20557  -3.09647  2.09986  -0.722
N  1.48404  -6.42882  2.77054  -0.824
H  3.11834  -4.68930  3.61583  0.521
H  2.09127  -3.32000  3.71189  -0.104
H  2.69503  -3.58564  2.22206  -0.400
H  0.39384  -4.94442  3.70070  0.363
H  -0.45436  -5.47782  1.35844  0.497
H  1.11110  -4.98211  0.71901  0.259
H  -1.14566  -3.41685  3.14303  0.336
H  -2.10627  -3.53125  1.65320  0.236
H  -1.25725  -2.00655  2.10102  -0.040
H  1.56102  -6.82436  3.70388  0.277
H  0.65755  -6.91282  2.41960  0.275
C  -1.97641  -3.03485  -1.68879  -0.492
C  -3.48348  -3.16800  -1.75832  1.089
C  -3.95255  -4.48278  -2.37349  -0.991
O  -5.31660  -4.64765  -2.07708  -0.292
C  -6.07570  -5.66190  -2.71414  -0.804
N  -4.04668  -2.94900  -0.43496  -0.452
H  -1.42506  -3.65731  -0.97944  -0.040
H  -1.65445  -2.04270  -1.35249  -0.348
H  -1.48575  -3.14624  -2.66022  0.493
H  -3.88397  -2.35056  -2.36774  -0.028
H  -3.40332  -5.37652  -2.04136  0.415
H  -3.74910  -4.52612  -3.45283  0.377
H  -5.73060  -6.67389  -2.50452  0.282
H  -6.08120  -5.48887  -3.79667  0.322
H  -7.08334  -5.41286  -2.39001  0.260
H  -4.10965  -1.95756  -0.23024  0.126
H  -4.99728  -3.26370  -0.28549  0.296
C  6.25167  1.29401  2.63100  -1.435
C  5.49877  1.21259  1.31244  0.361
C  5.76190  -0.13538  0.57202  -0.816
O  5.35584  -1.25565  1.32379  -0.038
C  5.37268  -2.47665  0.63364  -0.900
N  4.06782  1.32689  1.61503  -0.636
H  7.24248  1.76710  2.60393  0.403
H  6.57731  0.32398  3.01867  0.233
H  5.73450  1.86279  3.40285  0.362
H  5.80404  1.99249  0.61217  0.458
H  6.84717  -0.21703  0.38368  0.423
H  5.38576  -0.11637  -0.45726  0.396
H  4.98096  -3.20024  1.35517  0.187
H  6.34881  -2.86054  0.32469  0.293
H  4.64560  -2.48242  -0.18628  0.393
H  3.87612  0.71300  2.39717  0.166
H  3.62300  0.97486  0.76703  0.187
C  3.08421  2.42318  -4.87855  -1.610
C  2.14709  3.45800  -4.26365  0.350
C  1.09243  3.89269  -5.29335  -0.670
O  1.62270  4.69112  -6.31369  -0.371
C  0.63138  5.00526  -7.24270  -0.760
N  1.51421  2.83790  -3.07810  -0.295
H  3.78674  1.97490  -4.17939  0.438
H  3.57397  2.92785  -5.71803  0.422
H  2.56506  1.61580  -5.40374  0.325
H  2.68890  4.36110  -3.96756  0.352
H  0.31055  4.44859  -4.75541  0.391
H  0.56768  2.98599  -5.62739  0.285
H  0.91935  5.66165  -8.07089  0.298
H  -0.24869  5.52029  -6.84377  0.301
H  0.34927  4.11307  -7.81862  0.313
H  2.20236  2.22240  -2.65373  0.048
H  1.42003  3.58935  -2.39995  0.238
C  0.55424  0.73123  3.40811  -1.330
C  0.66465  -0.65270  4.04289  2.965
C  1.94436  -0.87700  4.79763  -1.688
O  3.02107  -0.92036  3.87366  0.078
C  4.21011  -1.33156  4.51863  -0.868
N  -0.45368  -0.84059  5.03078  -0.824
H  -0.43299  0.88522  2.97281  0.336
H  1.32083  0.78446  2.62926  -0.019
H  0.79430  1.52298  4.12043  0.339
H  0.43259  -1.36465  3.25070  -1.538
H  1.90178  -1.84163  5.32308  0.516
H  2.16557  -0.18015  5.61624  0.575
H  5.00115  -1.51558  3.79470  0.088
H  4.03193  -2.27221  5.05438  0.437
H  4.55202  -0.58047  5.23838  0.294
H  -0.21858  -0.28914  5.84997  0.333
H  -1.27180  -0.43236  4.59582  0.309
C  1.67391  -0.28862  -0.25908  0.631
O  2.54986  0.40161  -0.78290  -0.814
N  0.34734  0.05835  -0.35854  0.595
N  1.81733  -1.43855  0.44948  0.441
H  -0.38334  -0.60225  -0.18601  -0.347
H  0.16334  0.93186  -0.82875  -0.302
H  2.73678  -1.65995  0.80016  -0.010
H  1.02170  -1.93216  0.82964  -0.170
C  -4.70452  0.44325  0.28472  0.196
O  -4.99990  0.63819  -0.90017  -0.747
N  -5.55063  -0.19708  1.13013  -0.359
N  -3.43593  0.63632  0.71938  0.294
H  -5.30516  -0.54986  2.03457  0.184
H  -6.33338  -0.58057  0.62561  0.273
H  -3.19327  0.27145  1.62415  0.086
H  -2.67178  0.85374  0.09419  -0.256
C  -1.99593  0.88757  -2.87579  0.133
O  -1.69123  1.41438  -1.78701  0.063
N  -1.09244  0.93051  -3.88262  -0.341
N  -3.05952  0.07391  -3.01128  -0.114
H  -0.24439  1.46300  -3.76864  0.070
H  -1.31989  0.43899  -4.72767  0.143
H  -3.69745  0.11096  -2.22258  -0.059
H  -3.35614  -0.30329  -3.89075  0.210

Summary:
Orbital gap (eV): 8.6
LUMO (eV): 0.257
SMILES string: COC[C@H](C)N.COC[C@H](C)N.COC[C@H](C)N.COC[C@H](C)N.COC[C@H](C)N.COC[C@H](C)N.NC(N)=O.NC(N)=O.NC(N)=O
Energy above the lowest of the compared OMol25 structures with the same formula, charge and spin (eV): 0.512
E_tot (Eh): -2409.73096